The following is a DFT calculation (the ωB97M-V functional and the def2-TZVPD basis) of C20H29N5O3S in the gas phase.

Results
HOMO-LUMO gap, eV: 8.7
Total energy, Ha: -1677.2606
ΔE to the lowest compared entry with this formula, charge and spin, kJ/mol: 23.5
Highest occupied orbital energy, Eh: -0.3135
SMILES: CCCNC(=O)Cn1cnc2sc(C(=O)N3CCN(CCC)CC3)c(C)c2c1=O
Net charge: 0

Each atom is followed by the atoms it is bonded to, with distances in Å.
Element x y z (Å)
1 C 4.8838 2.6545 4.4623  C2 1.525, H30 1.087, H31 1.087, H32 1.088
2 C 5.8390 1.5237 4.8284  C1 1.525, C3 1.529, H33 1.092, H34 1.091
3 C 5.8294 0.3962 3.7954  C2 1.529, N4 1.445, H35 1.096, H36 1.092
4 N 4.5644 -0.3015 3.7832  C3 1.445, C5 1.337, H37 1.015
5 C 4.4458 -1.6137 4.0099  N4 1.337, O6 1.212, C7 1.546
6 O 5.3616 -2.3800 4.2178  C5 1.212
7 C 2.9788 -2.0984 3.9663  C5 1.546, N8 1.450, H38 1.090, H39 1.093
8 N 2.4476 -2.0507 2.6184  C7 1.450, C9 1.354, C28 1.407
9 C 2.5354 -3.1365 1.8144  N8 1.354, N10 1.287, H40 1.081
10 N 2.1006 -3.2039 0.6052  C9 1.287, C11 1.346
11 C 1.5103 -2.0910 0.1305  N10 1.346, S12 1.721, C27 1.393
12 S 0.8634 -1.9728 -1.4602  C11 1.721, C13 1.750
13 C 0.3749 -0.3191 -1.1601  S12 1.750, C14 1.487, C25 1.367
14 C -0.1847 0.5231 -2.2508  C13 1.487, O15 1.220, N16 1.349
15 O 0.3160 1.6055 -2.5085  C14 1.220
16 N -1.2237 0.0164 -2.9460  C14 1.349, C17 1.448, C24 1.444
17 C -1.9719 -1.1654 -2.5704  N16 1.448, C18 1.535, H41 1.097, H42 1.093
18 C -3.4239 -1.0344 -3.0513  C17 1.535, N19 1.445, H43 1.091, H44 1.103
19 N -3.8659 0.3163 -2.7928  C18 1.445, C20 1.446, C23 1.455
20 C -5.2960 0.5011 -2.6841  N19 1.446, C21 1.537, H45 1.095, H46 1.093
21 C -6.1319 0.1143 -3.9141  C20 1.537, C22 1.523, H47 1.092, H48 1.092
22 C -7.6074 0.4147 -3.6876  C21 1.523, H49 1.087, H50 1.088, H51 1.088
23 C -3.1911 1.2946 -3.6323  N19 1.455, C24 1.532, H52 1.095, H53 1.101
24 C -1.7977 0.7898 -4.0223  N16 1.444, C23 1.532, H54 1.095, H55 1.091
25 C 0.7151 0.1184 0.0898  C13 1.367, C26 1.489, C27 1.426
26 C 0.4156 1.4777 0.6178  C25 1.489, H56 1.086, H57 1.090, H58 1.086
27 C 1.3551 -0.9064 0.8475  C11 1.393, C25 1.426, C28 1.437
28 C 1.8879 -0.8367 2.1806  N8 1.407, C27 1.437, O29 1.222
29 O 1.9070 0.1376 2.9185  C28 1.222
30 H 3.8537 2.3073 4.4305  C1 1.087
31 H 4.9470 3.4529 5.1975  C1 1.087
32 H 5.1379 3.0662 3.4878  C1 1.088
33 H 5.5716 1.1134 5.8040  C2 1.092
34 H 6.8554 1.9152 4.8961  C2 1.091
35 H 6.0260 0.8066 2.7984  C3 1.096
36 H 6.5965 -0.3454 4.0302  C3 1.092
37 H 3.7246 0.2430 3.6161  N4 1.015
38 H 2.9440 -3.1248 4.3329  C7 1.090
39 H 2.3635 -1.4498 4.5958  C7 1.093
40 H 3.0132 -4.0119 2.2306  C9 1.081
41 H -1.5173 -2.0646 -3.0051  C17 1.097
42 H -1.9606 -1.2590 -1.4817  C17 1.093
43 H -4.0467 -1.7241 -2.4789  C18 1.091
44 H -3.4972 -1.3172 -4.1148  C18 1.103
45 H -5.6358 -0.0893 -1.8268  C20 1.095
46 H -5.4659 1.5558 -2.4509  C20 1.093
47 H -6.0052 -0.9508 -4.1192  C21 1.092
48 H -5.7815 0.6681 -4.7876  C21 1.092
49 H -8.1937 0.1312 -4.5585  C22 1.087
50 H -7.7568 1.4763 -3.5036  C22 1.088
51 H -7.9809 -0.1371 -2.8277  C22 1.088
52 H -3.1040 2.2187 -3.0512  C23 1.095
53 H -3.7489 1.5217 -4.5542  C23 1.101
54 H -1.8509 0.1585 -4.9151  C24 1.095
55 H -1.1307 1.6292 -4.2224  C24 1.091
56 H 0.3797 2.1953 -0.1963  C26 1.086
57 H -0.5481 1.4738 1.1280  C26 1.090
58 H 1.1735 1.7674 1.3402  C26 1.086

Calculated atomic charges, method Löwdin, unit e: C -0.11; C -0.24; C -0.18; N 0.08; C -0.48; O 0.06; C -0.03; N 0.03; C -0.11; N 0.08; C -0.52; S 1.15; C -0.36; C -0.47; O 0.06; N -0.05; C -0.15; C -0.18; N -0.18; C -0.21; C -0.25; C -0.11; C -0.15; C -0.11; C -0.22; C -0.01; C -0.10; C -0.34; O 0.05; H 0.06; H 0.07; H 0.07; H 0.11; H 0.11; H 0.12; H 0.12; H 0.10; H 0.13; H 0.14; H 0.14; H 0.10; H 0.12; H 0.13; H 0.12; H 0.12; H 0.12; H 0.10; H 0.10; H 0.07; H 0.07; H 0.07; H 0.13; H 0.11; H 0.13; H 0.12; H 0.08; H 0.10; H 0.08